1.
Molecular formula: C44H54F4NO2Si
Method: DFT, ωB97M-V/def2-TZVPD

```
106
C44H54F4NO2Si (ωB97M-V/def2-TZVPD)
C 2.5451 -2.8279 1.1599
Si 3.9722 -1.6549 1.4731
C 5.5125 -2.6655 1.9312
C 3.4341 -0.5007 2.8649
C 3.5711 1.0165 2.6141
C 2.3186 1.7853 3.0147
C 1.0614 1.3179 2.2447
C 0.5214 2.4213 1.3449
C -0.4934 1.9985 0.2857
C -1.8200 1.4019 0.7411
C -1.8361 -0.0878 1.0669
N -1.4076 -0.8700 -0.0709
C -1.6986 -2.2510 0.1329
C -2.8857 -2.7785 -0.7017
C -4.0168 -1.7866 -0.7471
C -3.7947 -0.6556 -1.7117
O -3.1989 -0.7432 -2.7416
O -4.4088 0.5258 -1.4085
C 4.2828 -0.7685 -0.1586
C 5.5475 -0.4561 -0.6492
C 5.7215 0.1816 -1.8721
C 4.6134 0.5046 -2.6416
C 3.3450 0.2128 -2.1715
C 3.1875 -0.4118 -0.9491
H 2.7924 -3.5311 0.3688
H 1.7188 -2.2173 0.7952
H 2.2473 -3.3647 2.0538
H 5.2582 -3.7179 1.8620
H 6.3333 -2.4720 1.2488
H 5.8639 -2.4373 2.9336
H 2.4194 -0.7868 3.1155
H 4.0278 -0.7533 3.7422
H 4.3788 1.3569 3.2613
H 3.8716 1.2753 1.6021
H 2.4441 2.8453 2.7893
H 2.1687 1.7402 4.0903
H 0.2828 1.0570 2.9498
H 1.2741 0.4323 1.6533
H 1.3798 2.8423 0.8162
H 0.1094 3.2035 1.9829
H -0.0484 1.3289 -0.4450
H -0.7437 2.9111 -0.2571
H -2.5104 1.5074 -0.0937
H -2.2595 1.9636 1.5709
H -1.2515 -0.3449 1.9692
H -2.8957 -0.3190 1.3339
H -0.8392 -2.9003 -0.0934
H -1.9560 -2.4599 1.1937
H -3.2496 -3.6868 -0.2049
H -2.6117 -3.0844 -1.7078
H -4.2782 -1.4438 0.2438
H -4.9141 -2.2878 -1.1251
H -4.8946 0.4466 -0.5789
H 6.4381 -0.7046 -0.0905
H 6.7093 0.4081 -2.2371
H 4.7614 0.9827 -3.5968
H 2.4942 0.4754 -2.7780
H 2.1793 -0.6363 -0.6241
F -1.2399 4.6307 -1.5188
C -1.6868 4.5948 -2.7887
C -1.1647 3.6488 -3.6468
C -1.6297 3.6086 -4.9520
C -2.5947 4.5109 -5.3804
C -3.1020 5.4546 -4.4981
C -2.6507 5.4985 -3.1869
H -0.4142 2.9557 -3.2902
H -1.2396 2.8663 -5.6348
H -2.9535 4.4750 -6.4006
H -3.8537 6.1588 -4.8296
H -3.0382 6.2185 -2.4784
F -5.6981 0.1356 1.2367
C -6.0893 0.0469 2.5248
C -5.2372 -0.5535 3.4284
C -5.6364 -0.6428 4.7532
C -6.8705 -0.1425 5.1492
C -7.7088 0.4545 4.2177
C -7.3174 0.5569 2.8904
H -4.2811 -0.9370 3.0934
H -4.9795 -1.1036 5.4783
H -7.1774 -0.2173 6.1841
H -8.6713 0.8426 4.5233
H -7.9499 1.0240 2.1474
F 4.4247 3.3147 -1.8785
C 3.2710 3.9941 -2.0164
C 3.2213 5.0967 -2.8453
C 2.0158 5.7734 -2.9780
C 0.8921 5.3463 -2.2823
C 0.9697 4.2350 -1.4515
C 2.1661 3.5483 -1.3187
H 4.1105 5.4140 -3.3740
H 1.9551 6.6362 -3.6284
H -0.0448 5.8773 -2.3882
H 0.0980 3.8989 -0.9058
H 2.2482 2.6735 -0.6861
F 2.5497 -7.5696 2.2190
C 1.8892 -7.5621 1.0401
C 2.2425 -8.4832 0.0745
C 1.5611 -8.4747 -1.1345
C 0.5512 -7.5496 -1.3616
C 0.2159 -6.6309 -0.3754
C 0.8856 -6.6370 0.8385
H 3.0381 -9.1901 0.2704
H 1.8220 -9.1925 -1.9012
H 0.0260 -7.5428 -2.3075
H -0.5654 -5.9040 -0.5481
H 0.6346 -5.9300 1.6189
```

The spin multiplicity is 1. As for the charge: -1. The total energy is -2603.170371 Eh. For the HOMO-LUMO gap, the calculation gives 0.1693 hartree.

---

2.
Molecular formula: C44H55F33O22
Method: DFT, ωB97M-V/def2-TZVPD

```
154
C44H55F33O22 (ωB97M-V/def2-TZVPD)
C 7.1274 -2.1336 -5.3086
C 6.4215 -1.2995 -4.2441
O 5.0063 -1.5397 -4.4421
C 4.2321 -1.0029 -3.4978
O 4.6117 -0.3919 -2.5469
C 2.7534 -1.4515 -3.6570
F 2.6015 -2.4680 -4.4773
F 2.2823 -1.7792 -2.4411
F 2.0796 -0.3611 -4.0413
H 6.9478 -3.2076 -5.2181
H 8.2055 -2.1131 -5.1359
H 6.8310 -1.8280 -6.3091
H 6.6583 -0.2504 -4.4014
H 6.6571 -1.6855 -3.2547
C -5.9645 -2.6947 -5.1970
C -4.8089 -3.5872 -5.6224
O -3.6506 -2.7337 -5.6138
C -2.9306 -2.6351 -4.5184
O -3.1833 -3.1934 -3.4862
C -1.6427 -1.7941 -4.6359
F -0.6378 -2.6863 -4.7853
F -1.6014 -0.9903 -5.6878
F -1.4661 -1.1248 -3.5083
H -5.8930 -1.7354 -5.7076
H -6.0413 -2.5644 -4.1183
H -6.9615 -3.0572 -5.4646
H -4.8505 -3.9552 -6.6456
H -4.6785 -4.4618 -4.9860
C -2.4073 -5.7534 -0.8595
C -2.3003 -7.2331 -0.5722
O -1.7771 -7.2413 0.7673
C -1.9685 -8.2801 1.5519
O -2.4234 -9.3342 1.2277
C -1.4156 -8.0128 2.9654
F -2.3557 -8.1078 3.8926
F -0.4651 -8.9281 3.2137
F -0.8070 -6.8343 3.1094
H -2.7020 -5.4975 -1.8787
H -1.3812 -5.3800 -0.8414
H -3.0713 -5.3087 -0.1245
H -1.6167 -7.7853 -1.2194
H -3.2493 -7.7664 -0.6479
C -2.1117 -3.8606 2.3676
C -2.9209 -4.1188 3.6178
O -3.9862 -4.9834 3.2594
C -5.0646 -4.9888 4.0552
O -5.2156 -4.3943 5.0719
C -6.1655 -5.9291 3.5020
F -5.8211 -6.5429 2.3669
F -6.3545 -6.8988 4.4024
F -7.3024 -5.2509 3.3485
H -2.7257 -3.4809 1.5476
H -1.3616 -4.6023 2.1148
H -1.5758 -2.9163 2.5391
H -3.2574 -3.1659 4.0284
H -2.2486 -4.5636 4.3565
C -4.8940 5.4238 5.0738
C -3.3775 5.2805 5.0636
O -2.9975 5.1604 3.6891
C -1.7466 5.1326 3.2876
O -0.7981 5.4484 3.9411
C -1.5399 4.7256 1.8227
F -2.6082 4.0770 1.3521
F -1.3518 5.7544 0.9923
F -0.4743 3.9436 1.7222
H -5.2746 5.5110 6.0934
H -5.4250 4.6508 4.5201
H -5.2509 6.3697 4.6593
H -2.9512 4.5360 5.7315
H -2.9807 6.2504 5.3770
C 4.8913 2.8083 -0.6343
C 6.3660 2.5082 -0.3251
O 6.9215 3.4654 0.5590
C 6.5078 3.5136 1.7860
O 5.7837 2.6972 2.2956
C 7.1724 4.5798 2.7209
F 8.1249 3.9245 3.4215
F 7.7424 5.5942 2.0787
F 6.2690 5.0120 3.5877
H 4.7912 3.8023 -1.0692
H 4.2545 2.7666 0.2488
H 4.4997 2.0724 -1.3362
H 6.9211 2.4811 -1.2591
H 6.4273 1.5030 0.0951
C -0.0884 5.7848 -1.8557
C 0.0742 5.1273 -3.2219
O 1.3930 4.5818 -3.3094
C 1.8426 4.1072 -4.4638
O 1.2430 4.1598 -5.4952
C 3.2005 3.4113 -4.3439
F 3.8657 3.4837 -5.4864
F 3.9384 3.9830 -3.3908
F 3.0581 2.1220 -4.0164
H -0.4488 5.0788 -1.1103
H -0.8292 6.5707 -2.0037
H 0.8383 6.2366 -1.5086
H -0.1275 5.8326 -4.0318
H -0.6246 4.3179 -3.4504
C 2.5274 4.1842 2.5562
C 2.3226 5.5077 1.8688
O 2.9104 6.5363 2.6683
C 2.9011 7.7467 2.1333
O 2.4386 8.0197 1.0628
C 3.4617 8.8352 3.0799
F 4.5038 9.4316 2.5360
F 2.4831 9.6758 3.4499
F 3.8156 8.2482 4.2667
H 3.5705 3.8791 2.6574
H 2.1241 3.3190 2.0266
H 2.0210 4.2754 3.5176
H 1.2489 5.6388 1.7225
H 2.6639 5.5369 0.8306
C 2.9577 -4.9160 3.3408
C 2.7847 -6.2796 2.7027
O 2.9046 -6.1676 1.2587
C 1.8889 -5.6685 0.5677
O 0.8639 -5.2556 1.0091
C 2.1276 -5.7310 -0.9512
F 1.3091 -6.6380 -1.4812
F 1.8719 -4.5203 -1.4453
F 3.3732 -6.0698 -1.2528
H 4.0128 -4.6517 3.2840
H 2.6725 -5.0152 4.3895
H 2.3318 -4.1600 2.8750
H 1.8085 -6.7256 2.9033
H 3.5123 -7.0235 3.0159
C -0.4770 -2.3026 -0.8042
C 0.2025 -1.1387 -0.0925
O 0.0518 0.0740 -0.8101
C 0.5760 1.1510 -0.2625
O 0.9981 1.1919 0.8564
C 0.5485 2.4225 -1.1299
F 0.5254 2.1286 -2.4212
F -0.5128 3.1574 -0.8043
F 1.6023 3.2027 -0.8983
H -0.0854 -2.3388 -1.8217
H -1.5429 -2.0859 -0.8657
H -0.2483 -3.2442 -0.3110
H 1.2647 -1.3387 0.0560
H -0.2732 -1.0809 0.8887
C -6.9903 3.3426 0.6298
C -5.6264 3.2466 1.3019
O -4.7655 2.4682 0.5157
C -4.5132 1.1869 0.6944
O -5.0326 0.4672 1.4929
C -3.3928 0.7007 -0.2326
F -2.3540 0.2776 0.4796
F -3.8122 -0.2921 -1.0015
F -2.9669 1.6713 -1.0535
H -7.7158 3.9698 1.1452
H -7.4171 2.3477 0.4929
H -6.8776 3.7539 -0.3759
H -5.7942 2.9106 2.3282
H -5.1736 4.2333 1.3935
```

The spin multiplicity is 1. The calculation puts the energy above the lowest of the compared OMol25 structures with the same formula, charge and spin at 179.1 kJ/mol. As for the charge: 0. The total energy is -6660.625497 Eh. For the HOMO-LUMO gap, the calculation gives 0.4157 hartree. As for the SMILES: CCOC(=O)C(F)(F)F.CCOC(=O)C(F)(F)F.CCOC(=O)C(F)(F)F.CCOC(=O)C(F)(F)F.CCOC(=O)C(F)(F)F.CCOC(=O)C(F)(F)F.CCOC(=O)C(F)(F)F.CCOC(=O)C(F)(F)F.CCOC(=O)C(F)(F)F.CCOC(=O)C(F)(F)F.CCOC(=O)C(F)(F)F.

---

3.
Molecular formula: C44H55KN8O4S3
Method: DFT, ωB97M-V/def2-TZVPD

```
115
C44H55KN8O4S3 (ωB97M-V/def2-TZVPD)
K -1.0494 0.2836 2.1735
C -3.9859 1.3633 3.7820
N -2.7596 2.0870 3.5406
C -2.9522 3.1007 2.5678
C -2.1559 2.5832 4.7710
C -0.6775 2.9969 4.7025
C -0.1209 3.6676 5.7620
C 1.1971 4.1836 5.6862
C 1.8911 3.9481 4.5415
C 1.3260 3.1827 3.5130
C 0.0244 2.6853 3.5326
H -4.7525 2.0411 4.2842
H -3.7845 0.5031 4.3852
H -4.4144 1.0464 2.8578
H -3.6949 3.8728 2.9133
H -3.2509 2.6553 1.6090
H -2.0648 3.6448 2.3080
H -2.3095 1.7762 5.5198
H -2.7977 3.3949 5.1444
H -0.6453 3.7879 6.6648
H 1.6347 4.7610 6.4995
H 2.8923 4.3795 4.3632
H 1.9677 3.0268 2.6554
O -2.4004 0.1592 -0.3084
S -3.3254 1.1012 -1.0424
C -4.4199 -0.1027 -1.8583
C -3.6258 -1.0832 -2.6418
C -4.4350 -2.1522 -3.3299
C -4.9648 -3.2905 -2.4729
S -3.8383 -4.1456 -1.2828
O -3.4521 -3.1346 -0.2356
C -2.4936 -4.2152 -2.4365
C -1.2557 -3.6539 -2.0761
C -0.1876 -3.7653 -2.9531
C -0.3220 -4.3846 -4.1855
C -1.5761 -4.9164 -4.5519
C -2.6440 -4.8559 -3.6825
C -2.4676 1.5597 -2.5433
C -1.1520 1.1317 -2.7321
C -0.5411 1.4204 -3.9603
C -1.2896 1.9627 -5.0029
C -2.6241 2.3111 -4.8207
C -3.1929 2.1839 -3.5428
H -5.0615 0.4666 -2.5316
H -5.0108 -0.4760 -1.0190
H -2.8829 -1.5491 -2.0141
H -3.1857 -0.5422 -3.4894
H -3.8144 -2.5074 -4.1341
H -5.2767 -1.6630 -3.8114
H -5.3408 -4.0650 -3.1648
H -5.8558 -2.9527 -1.8944
H -1.1856 -3.1291 -1.1588
H 0.7900 -3.4051 -2.6843
H 0.4416 -4.4801 -4.9073
H -1.7014 -5.4638 -5.4760
H -3.6200 -5.2582 -3.8449
H -0.6929 0.6365 -1.9098
H 0.5294 1.1205 -4.0665
H -0.8358 2.0562 -5.9698
H -3.2638 2.6988 -5.6712
H -4.2116 2.5470 -3.4428
S 2.1344 -2.2206 -0.7037
C 2.4798 -1.1702 -1.9453
N 3.1194 -1.4430 -3.0497
N 3.2321 -0.2744 -3.9397
C 4.4332 0.4504 -3.7650
C 4.9792 1.0818 -4.9458
C 5.9875 2.0315 -4.8457
C 6.5065 2.2901 -3.5979
C 5.8980 1.7960 -2.4402
C 4.8851 0.8477 -2.4405
N 1.7938 0.1729 -1.9127
N 2.1747 0.7982 -0.9290
C 1.6897 2.1514 -0.9506
C 1.1869 2.7151 0.1890
C 0.7129 3.9936 0.2262
C 0.8232 4.8020 -0.8629
C 1.4055 4.2747 -2.0774
C 1.7608 2.9197 -2.1386
H 3.2516 -0.6687 -4.8936
H 4.5817 0.7173 -5.9008
H 6.3390 2.5391 -5.6915
H 7.3267 3.0077 -3.5087
H 6.2286 2.2204 -1.4902
H 4.5071 0.4242 -1.5345
H 1.1145 2.0622 1.1108
H 0.3538 4.3337 1.1499
H 0.4059 5.8286 -0.8546
H 1.5587 4.8614 -2.9746
H 2.0956 2.5140 -3.0686
O -4.1971 -2.8598 3.7982
C -3.3849 -2.0610 3.3626
O -2.1824 -1.8389 3.7101
H -3.8327 -1.3951 2.6024
C 0.5684 -4.2804 3.6640
N 1.8719 -3.6320 3.8117
C 2.6546 -4.0700 4.9896
C 1.9014 -2.2746 3.5262
N 0.9006 -1.4652 3.4772
N 3.1945 -1.8048 3.4554
C 3.3818 -0.3517 3.4660
C 4.2197 -2.5259 2.7107
H 0.6668 -5.3583 3.7981
H 0.1253 -4.0269 2.6904
H -0.2157 -3.9013 4.3409
H 1.9760 -3.9337 5.8609
H 3.4739 -3.3594 5.1178
H 3.0407 -5.0917 4.8449
H -0.0094 -1.8562 3.6488
H 3.1882 0.1101 2.5131
H 4.4275 -0.0925 3.7422
H 2.6352 0.0737 4.1447
H 3.9683 -3.5492 2.6709
H 5.1820 -2.4557 3.2337
H 4.3492 -2.1921 1.6780
```

The spin multiplicity is 1. The calculation puts the energy above the lowest of the compared OMol25 structures with the same formula, charge and spin at 205.7 kJ/mol. As for the charge: -2. The total energy is -4242.998735 Eh. For the HOMO-LUMO gap, the calculation gives 0.1847 hartree.

---

4.
Molecular formula: C44H55N11O4SiSr
Method: DFT, ωB97M-V/def2-TZVPD

```
116
C44H55N11O4SiSr (ωB97M-V/def2-TZVPD)
Sr 0.0695 -0.2986 -1.2316
O 5.8797 -4.0241 -4.5278
C 5.8128 -2.7003 -4.8281
O 6.6966 -2.1699 -5.4368
C 4.5493 -1.9892 -4.4008
C 4.5608 -0.6235 -4.5698
C 3.4430 0.0908 -4.2717
C 2.2977 -0.5307 -3.8370
C 2.2896 -1.8526 -3.5489
C 3.4071 -2.5981 -3.8469
N 1.1085 0.2373 -3.4940
C 0.8335 1.3196 -4.1436
C -0.3073 2.1841 -3.8406
C -0.7660 3.1229 -4.7701
C -1.8140 3.9447 -4.3816
C -2.2740 3.8197 -3.0405
C -1.7697 2.8146 -2.2366
N -0.8552 1.9670 -2.6733
H 5.1329 -4.2326 -3.9745
H 5.3949 -0.0893 -5.0589
H 3.5070 1.1542 -4.4225
H 1.4069 -2.3599 -3.1189
H 3.2994 -3.6472 -3.6637
H 1.4017 1.5589 -5.0313
H -0.3097 3.2360 -5.7266
H -2.3647 4.5782 -5.0570
H -3.0121 4.5307 -2.6764
H -2.0726 2.6031 -1.2404
C -4.5255 3.1200 11.6788
O -3.8172 4.0686 10.9087
C -3.4950 3.7398 9.6226
C -4.1041 2.7103 8.9089
C -3.7311 2.4507 7.6159
C -2.7460 3.2304 7.0029
C -2.0996 4.2145 7.7362
C -2.4475 4.4804 9.0528
N -2.2755 2.9043 5.7037
N -2.9835 2.1855 5.0163
C -2.6144 1.7102 3.7591
C -3.3808 0.6303 3.3366
C -3.0777 -0.0445 2.1426
C -2.0473 0.2926 1.2912
O -1.8276 -0.3070 0.1878
C -1.2733 1.4880 1.6377
N -0.3907 1.9848 0.7643
C 0.1943 3.1592 1.0424
C 0.0242 3.8595 2.2288
C -0.8302 3.3246 3.1484
C -1.5642 2.1946 2.8467
H -4.6589 3.5562 12.6674
H -3.9091 2.2098 11.7085
H -5.4871 2.8740 11.2088
H -4.8581 2.0990 9.3358
H -4.2273 1.6809 7.0257
H -1.2719 4.7501 7.2528
H -1.9481 5.1730 9.7333
H -4.0863 0.3063 4.0856
H -3.6520 -0.8722 1.7826
H 0.8669 3.5487 0.3114
H 0.5519 4.7967 2.4047
H -0.8829 3.7813 4.1453
C -1.3650 -2.5179 -3.9380
C -2.4366 -3.3494 -4.5990
N -3.6258 -2.5259 -4.7923
C -4.1660 -2.2059 -3.4402
C -3.0768 -1.4373 -2.5988
N -1.8969 -1.2628 -3.4175
C -2.3004 -0.4916 -4.5970
C -3.3524 -1.2678 -5.4883
H -0.5847 -2.2433 -4.6531
H -0.9170 -3.0308 -3.0763
H -2.6950 -4.2052 -4.0323
H -2.0509 -3.6783 -5.5829
H -4.5677 -3.1054 -2.9089
H -5.0819 -1.6147 -3.5985
H -2.7859 -2.0092 -1.6918
H -3.4820 -0.4760 -2.2515
H -1.4384 -0.1938 -5.2334
H -2.7436 0.4366 -4.2475
H -2.8513 -1.5470 -6.4117
H -4.2751 -0.7040 -5.6125
C 1.5729 -4.6195 -1.9362
Si 0.4445 -3.5253 -0.7852
C 1.1647 -4.0471 0.9276
C -1.2112 -4.5613 -0.6359
H 1.5518 -5.6825 -1.7330
H 2.5904 -4.2268 -1.7614
H 1.3151 -4.4743 -2.9822
H 1.2504 -5.1463 1.0972
H 0.4500 -3.6550 1.6311
H 2.1154 -3.5809 1.1584
H -1.0914 -5.5223 -0.1056
H -1.7050 -4.7869 -1.5949
H -1.8371 -3.9700 0.0298
C 2.3259 -0.4335 0.8231
N 2.8114 -0.1445 -0.5394
C 3.9097 -1.1047 -0.8434
N 4.9784 -0.9613 0.1237
C 4.4661 -1.2285 1.4897
N 3.3426 -0.3125 1.8296
C 3.8734 1.0585 1.8353
N 4.4700 1.3852 0.4837
C 3.4114 1.2529 -0.5148
C 5.5044 0.4084 0.1495
H 1.8691 -1.4162 0.8184
H 1.5696 0.3726 0.9697
H 4.4089 -0.9010 -1.8077
H 3.4709 -2.1569 -0.8434
H 5.2450 -1.1827 2.2704
H 4.0100 -2.2125 1.5139
H 4.6401 1.0972 2.5805
H 3.1110 1.8102 1.9948
H 3.8260 1.4444 -1.4991
H 2.5969 1.9830 -0.3250
H 6.3268 0.4667 0.8941
H 5.9453 0.6564 -0.7864
```

The spin multiplicity is 1. The calculation puts the energy above the lowest of the compared OMol25 structures with the same formula, charge and spin at 0.0 kJ/mol. As for the charge: 0. The total energy is -2933.109548 Eh. For the HOMO-LUMO gap, the calculation gives 0.1786 hartree.

---

> The lowest HOMO-LUMO gap belongs to which entry?

C44H54F4NO2Si

---

> Among the records above, which one has the lowest HOMO-LUMO gap?

C44H54F4NO2Si

---

> What is the HOMO-LUMO gap in the fourth record?

0.1786 hartree